# 1
A 2-piece molecular cluster, C14H11F5N2O4Si overall at a distorted geometry, computed with ωB97M-V/def2-TZVPD.

```
37
Properties=species:S:1:pos:R:3:forces:R:3
C 3.7165 4.4410 1.2163 0.2 0.5 0.2
C 2.8216 4.1278 0.4817 -0.7 -0.9 0.1
Si 1.5909 3.0930 -0.3848 0.7 1.0 -0.8
C 2.2173 1.3691 -0.7702 0.4 0.3 -0.1
C 3.7774 1.2296 -0.7437 -1.0 -1.2 0.2
C 4.2002 -0.0534 -0.0704 -1.0 0.1 0.4
F 4.7290 -1.0309 -0.8513 1.5 0.7 0.3
C 4.1107 -0.2393 1.2744 0.7 -0.3 -0.4
F 2.9791 -0.2551 1.9703 0.4 1.5 0.1
F 5.1614 -0.4127 2.0752 -0.5 -1.5 -0.1
N -0.0242 3.0892 0.4561 0.4 -2.2 0.4
C -0.8469 2.1724 -0.2652 -0.8 1.2 -0.7
O -1.5473 2.4671 -1.1611 -0.2 0.0 -0.4
F -0.7370 0.8920 0.1031 0.4 -0.1 0.4
C 0.0760 2.6584 1.7890 0.2 0.5 0.4
O 1.0248 2.6943 2.4880 0.4 0.0 0.1
F -1.0973 2.2290 2.2583 -0.4 0.1 -0.1
H 4.4717 4.8137 1.8621 0.2 0.0 0.1
H 1.3443 3.7673 -1.6695 -0.3 0.0 0.0
H 1.8922 1.1522 -1.7866 -0.2 0.0 -0.1
H 1.7919 0.5943 -0.1430 -0.2 0.1 0.2
H 4.1915 1.1830 -1.7467 -0.1 0.1 -0.2
H 4.2690 2.0270 -0.1999 -0.1 0.3 -0.1
C -3.5198 -1.8948 1.0968 0.0 0.0 0.0
C -2.9767 -1.4454 -0.0996 -0.1 -0.1 0.1
C -3.0143 -2.2528 -1.2249 0.1 0.2 -0.1
C -3.6012 -3.5011 -1.1337 0.0 0.1 0.2
C -4.1409 -3.9671 0.0506 -0.1 -0.1 0.2
C -4.0974 -3.1553 1.1723 0.1 0.1 0.0
N -3.6629 -4.3523 -2.3320 0.0 0.0 0.0
O -3.1636 -3.9253 -3.3521 0.0 0.0 0.0
O -4.2115 -5.4298 -2.2295 0.0 -0.1 0.0
H -3.4934 -1.2600 1.9728 0.0 0.0 0.0
H -2.5288 -0.4673 -0.1562 0.0 0.0 0.0
H -2.5930 -1.9065 -2.1567 0.0 -0.1 -0.1
H -4.5917 -4.9466 0.1050 0.0 0.0 -0.1
H -4.5173 -3.5048 2.1052 0.0 0.0 0.0
```
Positions in Å, forces in eV/Å.

The calculation puts the HOMO-LUMO gap at 8.32 eV. As for the SMILES: C#C[Si@@H](CCC(F)=C(F)F)N(C(=O)F)C(=O)F.O=[N+]([O-])c1ccccc1. Its highest occupied orbital energy is -8.69 eV. As for the maximum force: 2.22 eV/Å.

In the Löwdin picture, each atom carries the following charge in e:
1 C 0.0738
2 C -0.1832
3 Si 0.6557
4 C -0.2226
5 C -0.1458
6 C -0.2151
7 F 0.0620
8 C -0.2708
9 F 0.1417
10 F 0.1363
11 N 0.0501
12 C -0.5746
13 O 0.2049
14 F 0.1222
15 C -0.5649
16 O 0.1761
17 F 0.1457
18 H 0.0362
19 H 0.0176
20 H 0.0832
21 H 0.0692
22 H 0.1232
23 H 0.0808
24 C -0.0654
25 C -0.0590
26 C 0.0030
27 C -0.1475
28 C -0.0048
29 C -0.0654
30 N -0.3560
31 O 0.0780
32 O 0.0780
33 H 0.1077
34 H 0.0830
35 H 0.1202
36 H 0.1189
37 H 0.1076


# 2
C14H11F6N5O6S3W as an isolated structure, computed with ωB97M-V/def2-TZVPD.

```
46
Properties=species:S:1:pos:R:3:forces:R:3
W -0.1067 0.2280 0.0292 -0.5 0.0 0.3
N 4.0239 0.5347 -0.1715 -0.2 0.0 0.0
C 4.1133 -0.5921 0.6504 0.0 0.0 0.0
C 5.2120 -1.3197 1.0845 -0.1 -0.1 0.0
C 4.9376 -2.3984 1.9024 0.0 0.1 0.0
C 3.6245 -2.7362 2.2620 -0.1 0.0 0.0
C 2.5341 -2.0107 1.8217 0.0 0.0 0.0
C 2.8020 -0.9159 1.0053 0.1 -0.1 0.0
N 1.9515 0.0242 0.4034 0.1 0.0 -0.4
C 2.7406 0.8597 -0.2900 0.1 0.2 0.1
C 2.1121 1.9729 -0.9837 0.1 0.1 0.0
C 2.5937 2.9277 -1.8197 -0.1 0.0 0.2
S 1.3327 3.9951 -2.2670 0.0 -0.1 -0.1
C 0.2213 3.0876 -1.3773 0.0 0.1 0.1
N 0.7489 2.0690 -0.7312 -0.1 0.0 -0.2
H 4.8004 1.0116 -0.6056 0.0 0.0 0.0
H 6.2231 -1.0623 0.8022 0.0 0.0 0.0
H 5.7547 -3.0022 2.2710 0.0 0.0 0.0
H 3.4616 -3.5969 2.8955 0.0 0.0 0.0
H 1.5279 -2.3096 2.0812 0.0 0.0 0.0
H 3.5999 3.0726 -2.1785 0.0 0.0 0.0
H -0.8325 3.3267 -1.3429 0.0 0.0 0.0
F -2.9845 -2.9899 1.1218 0.0 0.0 0.0
C -2.2120 -3.8229 0.4571 -0.1 0.0 0.0
F -2.8943 -4.5023 -0.4302 0.0 0.0 0.0
F -1.5744 -4.6247 1.2877 0.0 0.0 0.0
S -0.8974 -2.8510 -0.4380 -0.2 0.1 0.1
O -0.4621 -1.8105 0.5676 0.0 0.2 -0.2
O 0.1310 -3.7321 -0.8505 0.1 0.0 0.0
N -1.7377 -2.1449 -1.5627 0.2 -0.2 -0.1
S -1.2538 -1.1026 -2.5927 0.0 0.2 0.0
O -0.8363 0.1852 -1.8629 0.4 -0.5 0.0
O -2.1269 -0.8770 -3.6703 -0.1 0.0 0.0
C 0.4273 -1.5663 -3.2524 0.0 -0.2 0.0
F 1.3134 -1.4238 -2.2357 -0.1 -0.1 0.0
F 0.7559 -0.7245 -4.2055 -0.1 0.0 0.0
F 0.4272 -2.8010 -3.6805 0.0 0.1 0.0
N -0.0697 0.5888 2.2243 0.3 0.0 0.2
C -1.3694 0.2720 2.8766 -0.1 0.0 0.0
C -2.4409 0.1538 1.7997 0.0 0.0 -0.1
O -3.5584 -0.1877 1.9665 0.0 0.1 0.1
O -1.9296 0.4924 0.5804 0.2 0.3 0.1
H 0.6815 0.0618 2.6698 -0.1 0.0 0.0
H 0.1608 1.5698 2.3824 0.0 -0.1 0.0
H -1.6521 1.0458 3.5885 0.0 0.0 0.0
H -1.2969 -0.6720 3.4133 0.0 0.0 0.0
```
Positions in Å, forces in eV/Å.

For the energy above the lowest of the compared OMol25 structures with the same formula, charge and spin, the calculation gives 0.744 eV. The calculation puts the HOMO-LUMO gap (alpha / beta) at 7.44 / 7.64 eV. Its spin multiplicity is 3. The net charge is +2. Its highest occupied orbital energy (alpha / beta) is -15.28 / -15.43 eV. As for the maximum force: 0.65 eV/Å.

In the Löwdin picture, each atom carries the following charge in e:
1 W 1.7594
2 N 0.2357
3 C -0.1478
4 C 0.0268
5 C -0.0270
6 C -0.0286
7 C -0.0037
8 C -0.1899
9 N -0.0279
10 C -0.2311
11 C -0.2849
12 C -0.2563
13 S 1.1983
14 C -0.3737
15 N -0.1344
16 H 0.1947
17 H 0.1310
18 H 0.1268
19 H 0.1255
20 H 0.1063
21 H 0.1042
22 H 0.1181
23 F 0.1903
24 C -0.6851
25 F 0.2122
26 F 0.1923
27 S 0.7142
28 O -0.4362
29 O -0.1946
30 N -0.2554
31 S 0.7215
32 O -0.4468
33 O -0.1527
34 C -0.6674
35 F 0.0986
36 F 0.1990
37 F 0.2148
38 N -0.0445
39 C -0.0680
40 C -0.5386
41 O 0.1968
42 O -0.2091
43 H 0.1092
44 H 0.1304
45 H 0.1495
46 H 0.1479


# 3
C14H11FN5SbSe4V as an isolated structure at a distorted geometry, computed with ωB97M-V/def2-TZVPD.

```
37
Properties=species:S:1:pos:R:3:forces:R:3
V -2.0091 -0.5606 -0.2295 1.0 -0.3 1.2
N 1.9172 2.5414 -0.7842 0.2 0.0 -0.3
C 0.9031 2.2956 0.0674 -0.1 0.0 0.2
N 0.6587 1.1622 0.6296 0.2 -0.5 0.0
C 1.4106 0.0710 0.2220 0.1 0.3 -0.1
N 0.9704 -1.1387 0.3264 0.1 0.0 0.6
N -0.3547 -1.1661 0.7227 -0.9 0.4 -1.2
C -0.8110 -2.2083 1.4048 -0.2 -0.2 0.2
C -2.1436 -2.1701 1.8747 0.3 0.0 -0.1
C -2.7312 -3.2089 2.6507 -0.1 0.1 0.0
C -3.9715 -3.0238 3.1783 0.0 0.0 0.0
C -4.6770 -1.8164 2.9214 0.0 0.1 0.0
C -4.1107 -0.8973 2.0845 -0.1 0.0 0.3
N -2.8913 -1.0598 1.5407 0.2 0.0 -1.0
C 2.7120 0.3195 -0.4220 -0.3 0.0 0.0
C 3.6976 -0.6503 -0.5933 0.0 0.0 0.0
C 4.8222 -0.3781 -1.3443 0.0 0.0 0.0
C 4.9579 0.8709 -1.9593 0.1 -0.1 0.0
C 3.9979 1.8422 -1.7976 0.0 0.0 0.0
C 2.8766 1.5775 -1.0061 0.0 0.0 0.0
H 1.7744 3.3236 -1.4395 0.0 -0.1 0.3
H 0.2465 3.1418 0.2504 0.1 -0.2 0.0
H -0.1870 -3.0767 1.5968 0.0 0.0 0.0
H -2.1706 -4.1191 2.8222 0.0 0.0 0.0
H -4.4238 -3.7971 3.7882 0.0 0.0 0.0
H -5.6619 -1.6379 3.3300 0.0 0.0 0.0
H -4.6306 0.0063 1.7943 0.0 0.0 0.0
H 3.5382 -1.6249 -0.1500 0.0 0.0 0.0
H 5.5821 -1.1373 -1.4830 0.0 0.0 0.0
H 5.8212 1.0754 -2.5818 0.0 0.0 0.0
H 4.0791 2.8008 -2.2935 0.0 0.0 0.0
F -2.3833 -1.8993 -1.3614 -0.1 0.0 0.2
Se 0.4450 1.5819 -3.9361 -0.1 0.0 0.2
Sb -1.2712 2.9857 -2.9207 -0.3 -0.2 -0.1
Se -2.6349 1.5763 -0.9441 0.1 0.1 -0.3
Se -3.1459 3.6363 -4.3610 0.4 -0.1 0.4
Se -0.2013 4.7621 -1.5977 -0.4 0.6 -0.4
```
Positions in Å, forces in eV/Å.

The calculation puts the HOMO-LUMO gap (alpha / beta) at 5.85 / 5.85 eV. Its spin multiplicity is 2. The net charge is -2. Its highest occupied orbital energy (alpha / beta) is -1.45 / -1.49 eV. As for the maximum force: 1.56 eV/Å.

In the Löwdin picture, each atom carries the following charge in e:
1 V 0.5436
2 N 0.0629
3 C -0.2671
4 N 0.1252
5 C -0.3073
6 N 0.0843
7 N -0.1753
8 C -0.1332
9 C -0.2927
10 C -0.0554
11 C -0.1136
12 C -0.1039
13 C -0.1407
14 N -0.0495
15 C -0.0901
16 C -0.0389
17 C -0.1085
18 C -0.1021
19 C -0.0240
20 C -0.2123
21 H 0.0117
22 H 0.0197
23 H 0.1123
24 H 0.1007
25 H 0.0878
26 H 0.0828
27 H 0.1115
28 H 0.1030
29 H 0.0866
30 H 0.0925
31 H 0.1143
32 F -0.4711
33 Se -0.2804
34 Sb -0.2831
35 Se 0.0135
36 Se -0.3469
37 Se -0.1561


> Which formula does entry 3 have?

C14H11FN5SbSe4V